{
  "formula": "C33H36ClNO9SSiV",
  "method": "the ωB97M-V functional and the def2-TZVPD basis",
  "charge": -2,
  "multiplicity": 2,
  "homo_lumo_gap_ev": [4.3, 3.6],
  "s_squared": 0.77,
  "e_homo_ev": [-0.0823, 0.6257],
  "energy_ha": -4103.05627,
  "species": ["V", "C", "Si", "C", "C", "N", "C", "C", "C", "C", "C", "C", "O", "C", "C", "C", "C", "C", "C", "H", "H", "H", "H", "H", "H", "H", "H", "H", "H", "H", "H", "H", "H", "H", "H", "H", "H", "C", "O", "C", "O", "H", "H", "H", "C", "C", "C", "C", "C", "C", "C", "S", "O", "O", "O", "H", "H", "H", "H", "H", "H", "H", "C", "C", "C", "C", "Cl", "C", "C", "C", "O", "C", "C", "O", "O", "H", "H", "H", "H", "H", "H", "H", "H"],
  "xyz": [[0.580445, 0.167582, 0.932229], [-0.149823, 1.902111, 5.235364], [1.188743, 1.295467, 4.069691], [1.765389, 2.813889, 3.185611], [2.643796, 0.720259, 5.093823], [0.556267, 0.074939, 3.025734], [-0.076360, -1.027082, 3.523709], [-0.112518, -1.477674, 4.869724], [-0.827732, -2.599213, 5.273639], [-1.569292, -3.342360, 4.365104], [-1.577600, -2.936542, 3.028582], [-0.848630, -1.841931, 2.639505], [-0.860960, -1.354304, 1.306303], [-1.592396, -2.030225, 0.327130], [-1.161776, -3.242935, -0.162337], [-1.926972, -3.873510, -1.133928], [-3.093293, -3.277689, -1.608258], [-3.481017, -2.037258, -1.120191], [-2.723440, -1.404086, -0.136075], [0.222415, 2.733477, 5.854608], [-0.527985, 1.118524, 5.901906], [-0.994577, 2.266724, 4.634171], [2.138398, 3.531525, 3.929519], [0.948985, 3.261584, 2.604272], [2.570595, 2.584178, 2.480887], [3.085613, 1.568863, 5.634397], [3.404021, 0.310340, 4.413879], [2.386367, -0.056663, 5.820802], [0.446369, -0.921824, 5.610053], [-0.804053, -2.890690, 6.319529], [-2.134753, -4.213755, 4.671731], [-2.168051, -3.481136, 2.305023], [-0.226081, -3.657487, 0.197135], [-1.595822, -4.823251, -1.539580], [-3.687764, -3.774230, -2.368079], [-4.373338, -1.552144, -1.498574], [-2.969941, -0.426467, 0.267002], [-2.907186, 2.518302, 1.654785], [-2.053837, 1.406161, 1.478229], [-0.723098, 1.669712, 0.896036], [-0.595526, 2.856057, 0.512534], [-3.821797, 2.135354, 2.116459], [-3.154410, 3.004275, 0.712780], [-2.461671, 3.276907, 2.305167], [5.535158, 0.063528, -4.783163], [5.059850, -0.040799, -3.354614], [4.183253, -1.047013, -2.972355], [3.700518, -1.125640, -1.670093], [4.102303, -0.184240, -0.741034], [4.975709, 0.833177, -1.099934], [5.456399, 0.893303, -2.402051], [3.302232, -0.111648, 0.836474], [4.354011, 0.091723, 1.795582], [2.499979, -1.322217, 0.994621], [2.396334, 1.072382, 0.683644], [4.688897, 0.080918, -5.474693], [6.163283, -0.788560, -5.058569], [6.116464, 0.974833, -4.940865], [3.836079, -1.766184, -3.709723], [2.982952, -1.885386, -1.384398], [5.262100, 1.577012, -0.362263], [6.134654, 1.693770, -2.688396], [-3.914010, -0.573003, -4.727883], [-3.503354, 0.678411, -3.999155], [-4.381548, 1.722069, -3.792015], [-3.968761, 2.861088, -3.109674], [-5.106085, 4.194300, -2.897525], [-2.692674, 2.950704, -2.591973], [-1.802909, 1.906049, -2.779670], [-2.196442, 0.790797, -3.511421], [-1.392583, -0.257561, -3.839954], [0.017878, -0.237962, -3.529534], [0.334775, -0.767265, -2.128841], [0.557405, -1.980244, -2.017363], [0.336621, 0.153993, -1.234015], [-4.981788, -0.549532, -4.958170], [-3.696617, -1.457924, -4.125997], [-3.355971, -0.689385, -5.661240], [-5.399791, 1.653251, -4.164405], [-2.378979, 3.814220, -2.016489], [-0.833289, 1.937866, -2.294721], [0.416057, 0.772996, -3.654985], [0.456154, -0.905623, -4.263189]],
  "forces_ev_per_a": [[-0.7, -0.3, 0.0], [-0.3, 0.2, 0.3], [-0.4, -0.2, -0.2], [0.1, 0.2, -0.5], [0.4, -0.2, 0.1], [0.0, -0.8, 0.4], [0.0, 0.1, -0.2], [0.0, 0.0, -0.1], [0.0, 0.0, -0.1], [0.1, 0.1, 0.1], [0.0, -0.1, 0.0], [0.0, 0.4, -0.5], [0.1, -0.7, 0.4], [0.2, 0.4, 0.6], [0.1, -0.3, -0.1], [0.0, 0.0, 0.1], [0.1, 0.0, 0.1], [0.1, 0.1, 0.1], [-0.5, 0.1, -0.3], [-0.1, -0.1, -0.1], [0.0, 0.1, -0.1], [0.1, 0.0, 0.1], [-0.1, 0.0, -0.1], [0.2, 0.0, 0.1], [-0.1, 0.1, 0.1], [0.0, -0.1, -0.1], [-0.1, 0.1, 0.1], [0.1, 0.1, 0.0], [0.0, 0.0, 0.0], [0.0, 0.0, 0.0], [0.0, 0.0, 0.0], [0.0, 0.0, -0.1], [-0.1, 0.0, -0.1], [0.0, 0.1, 0.0], [0.0, 0.0, 0.0], [0.0, 0.0, 0.0], [0.0, -0.1, 0.0], [0.2, -0.2, 0.1], [0.4, -0.2, 0.0], [-0.8, 2.7, -0.4], [-0.2, -1.5, 0.3], [0.0, 0.0, 0.0], [0.0, 0.1, -0.2], [0.0, 0.0, 0.0], [0.0, 0.0, 0.0], [0.0, 0.1, -0.1], [-0.1, -0.2, 0.1], [0.0, -0.1, -0.2], [-0.3, 0.1, -0.2], [0.2, 0.0, 0.0], [0.1, 0.1, 0.2], [0.0, 0.3, 0.0], [0.3, 0.1, 0.3], [0.1, 0.2, -0.2], [0.8, -0.3, -0.1], [0.0, 0.0, 0.0], [0.0, 0.0, 0.0], [0.0, -0.1, 0.0], [0.0, 0.0, 0.1], [-0.1, 0.1, 0.0], [-0.1, -0.1, -0.1], [-0.1, -0.1, 0.0], [0.0, 0.1, 0.0], [0.0, -0.2, -0.1], [-0.3, 0.3, 0.1], [-0.1, 0.0, -0.1], [0.1, -0.2, 0.0], [-0.1, 0.3, 0.1], [0.2, -0.3, 0.0], [0.4, -0.2, 0.0], [0.1, 0.1, 0.2], [-0.3, 0.3, -0.3], [0.0, 0.5, 0.7], [0.1, 0.3, 0.0], [0.1, -1.0, -0.4], [0.0, 0.0, 0.0], [0.0, 0.0, 0.0], [0.0, 0.0, 0.0], [0.1, 0.0, 0.0], [-0.1, -0.1, 0.0], [0.0, 0.0, 0.0], [-0.1, 0.0, 0.0], [0.1, -0.1, -0.1]]
}